Computed, not measured: a cluster of 2 separate species, CH3O2PS in total, with ωB97M-V with the def2-TZVPD basis set.

Geometry as ORCA input:
```
! wB97M-V def2-TZVPD RIJCOSX def2/J DEFGRID3
* xyz 0 1
S 0.81 0.28 -0.04
P -1.16 -0.48 -0.37
O 2.76 1.44 1.60
O 0.49 1.31 -1.32
C 3.51 1.04 0.91
H -1.77 0.47 0.58
H -1.07 -1.56 0.59
H 0.70 0.70 -2.00
*
```

As for the HOMO-LUMO gap: 9.439 eV. The lowest unoccupied orbital energy comes out at 0.4 eV.

Computed, not measured: an isolated molecule of C4H6ClNO3, with ωB97M-V with the def2-TZVPD basis set.

Geometry as ORCA input:
```
! wB97M-V def2-TZVPD RIJCOSX def2/J DEFGRID3
* xyz 0 1
Cl 4.59 0.42 0.06
O -1.20 -1.47 0.05
O 2.29 1.71 -0.38
O 0.80 -0.48 -0.06
N 2.20 -0.53 0.12
C -1.68 0.85 0.40
C 2.80 0.63 -0.17
C -1.63 -0.22 -0.71
C 0.07 -1.48 0.30
H -2.51 -0.61 -1.04
H -0.73 1.41 0.71
H -0.97 0.11 -1.42
H -2.32 1.56 -0.04
H -2.02 0.52 1.38
H 0.30 -2.41 0.78
*
```

As for the HOMO-LUMO gap: 8.529 eV. The lowest unoccupied orbital energy comes out at -0.4 eV.

Computed, not measured: a structure of composition C31H47NO9PPbS4Si, with ωB97M-V with the def2-TZVPD basis set.

Geometry as ORCA input:
```
! wB97M-V def2-TZVPD RIJCOSX def2/J DEFGRID3
* xyz -2 2
Pb 1.00 1.56 -0.30
S 0.11 -0.85 0.81
S 0.62 4.60 -0.61
S 3.23 2.39 1.99
S 1.08 2.56 -3.31
P 0.80 4.38 -2.56
Si 0.68 -2.80 0.52
O 3.71 3.51 2.76
O 1.27 -3.59 1.85
O 1.88 -2.93 -0.61
O 1.53 2.54 2.06
O -0.59 -3.77 0.05
O 1.96 5.38 -3.08
O -0.46 5.06 -3.32
O 3.38 2.49 0.55
O 3.49 1.08 2.54
N -1.20 2.02 0.63
C -2.74 5.03 -4.00
C 2.84 -3.95 -0.86
C -2.22 2.09 -0.29
C -0.58 1.30 5.43
C 1.47 1.96 4.40
C 1.66 -4.70 3.87
C -2.65 3.01 2.25
C -3.62 3.27 1.31
C 2.73 5.14 -4.26
C -4.43 2.82 -1.00
C -1.79 4.76 -2.87
C 0.78 1.54 5.53
C -1.61 -3.57 -0.92
C -2.11 -4.97 -1.28
C -1.06 -2.87 -2.16
C -4.24 2.27 -2.27
C 2.21 -5.34 -0.76
C 0.82 2.14 3.19
C -0.60 -3.71 3.38
C -1.22 1.53 4.23
C -2.74 -2.75 -0.31
C -3.05 1.61 -2.54
C -1.46 2.35 1.93
C -2.06 1.51 -1.56
C -0.57 2.00 3.08
C -3.46 2.74 0.00
C 0.91 -3.54 3.23
C 1.96 5.51 -5.51
C 3.33 -3.71 -2.28
C 1.36 -2.22 3.85
C 3.99 -3.81 0.12
H -2.45 -5.47 -0.37
H -1.16 0.97 -1.81
H 2.42 -2.05 3.66
H 2.74 -4.56 3.75
H 2.60 5.44 -6.39
H 1.86 -5.53 0.25
H -3.52 -2.57 -1.06
H -0.91 -4.65 2.91
H 3.03 4.09 -4.29
H -2.79 3.36 3.27
H 3.62 5.76 -4.15
H -2.65 6.07 -4.34
H -1.30 -5.55 -1.71
H 3.72 -2.69 -2.37
H 4.42 -2.81 0.05
H -1.86 3.71 -2.56
H -0.71 -1.87 -1.91
H 4.12 -4.42 -2.55
H 2.53 2.14 4.46
H -3.77 4.86 -3.67
H -2.88 1.16 -3.51
H 3.63 -3.95 1.14
H -2.01 5.37 -1.99
H -0.22 -3.44 -2.57
H 1.31 1.39 6.46
H 1.19 -2.25 4.93
H 2.94 -6.11 -1.04
H 4.77 -4.56 -0.09
H -0.87 -3.73 4.44
H 1.35 -5.42 -1.44
H 1.58 6.53 -5.44
H -1.84 -2.79 -2.93
H -2.94 -4.91 -1.99
H -2.28 1.31 4.15
H -5.01 2.35 -3.02
H -5.36 3.33 -0.76
H -1.14 0.93 6.28
H -2.37 -1.78 0.04
H 1.43 -4.75 4.94
H 1.37 -5.64 3.40
H -1.12 -2.89 2.89
H 0.81 -1.37 3.43
H 2.50 -3.81 -2.99
H 1.11 4.84 -5.64
H -3.18 -3.28 0.54
H -4.52 3.83 1.56
H -2.53 4.37 -4.84
*
```

Its expectation value of S² is 0.77. As for the HOMO-LUMO gap (spin up / spin down): 4.277 / 6.971 eV. The lowest unoccupied orbital energy (spin up / spin down) comes out at 4.2 / 4.2 eV.

Computed, not measured: a cluster of 4 separate species, C3H12O4 in total, with ωB97M-V with the def2-TZVPD basis set.

Geometry as ORCA input:
```
! wB97M-V def2-TZVPD RIJCOSX def2/J DEFGRID3
* xyz 0 1
O -5.44 1.46 -4.13
O -0.80 2.38 0.53
O -3.08 0.68 3.45
O 0.87 -1.35 -1.04
C 2.03 -1.62 -0.99
C 3.19 -0.80 -0.46
C 3.45 -1.37 0.95
H 4.05 -1.00 -1.16
H -1.23 2.81 -0.22
H -1.44 1.61 0.70
H 4.31 -0.93 1.35
H -3.39 1.07 4.28
H 2.62 -1.36 1.68
H 3.10 0.28 -0.25
H -4.62 1.17 -3.72
H 3.62 -2.41 0.71
H 2.33 -2.46 -1.61
H -3.59 -0.17 3.52
H -5.97 2.00 -3.57
*
```

The structure (SMILES) is CCC=O.O.O.O. As for the HOMO-LUMO gap: 10.237 eV. The lowest unoccupied orbital energy comes out at 0.6 eV.

Computed, not measured: an isolated molecule of C6H13NOS, with ωB97M-V with the def2-TZVPD basis set.

Geometry as ORCA input:
```
! wB97M-V def2-TZVPD RIJCOSX def2/J DEFGRID3
* xyz 0 1
S -1.49 -0.99 -1.30
O 0.71 2.30 -0.47
N -0.07 1.46 -0.92
C 0.19 0.97 2.06
C -0.22 0.38 -0.25
C -0.81 1.72 -2.23
C 1.86 -0.73 0.82
C -1.00 -2.58 -0.62
C 0.37 -0.12 0.95
H -1.10 2.75 -2.06
H -1.84 -3.22 -0.91
H 2.42 0.21 0.54
H -0.09 -2.88 -1.18
H 1.96 -1.20 1.84
H 0.00 1.65 -2.95
H 0.49 1.95 1.83
H -1.77 1.24 -2.19
H 0.62 0.76 3.12
H -0.20 -0.92 1.29
H -0.94 1.00 2.23
H -0.82 -2.33 0.45
H 1.74 -1.45 -0.05
*
```

As for the HOMO-LUMO gap: 8.702 eV. The lowest unoccupied orbital energy comes out at 0.6 eV.

Computed, not measured: the ion C5H7N2O2 with charge +1, with ωB97M-V with the def2-TZVPD basis set.

Geometry as ORCA input:
```
! wB97M-V def2-TZVPD RIJCOSX def2/J DEFGRID3
* xyz 1 1
O -1.32 -0.39 -2.63
O -1.44 1.43 -1.31
N 0.55 0.63 1.47
N -0.06 -0.31 -0.36
C 0.66 -0.48 0.75
C -1.72 0.71 -2.41
C -0.64 0.93 -0.34
C -0.26 1.54 0.82
C 1.43 -1.68 1.10
H -2.38 1.30 -3.06
H 2.14 -1.93 0.31
H 0.77 -2.54 1.21
H -0.49 2.51 1.21
H -0.21 -0.96 -1.14
H 0.99 0.80 2.36
H 1.98 -1.54 2.03
*
```

The structure (SMILES) is Cc1[nH]cc(OC=O)[nH+]1. As for the HOMO-LUMO gap: 10.878 eV. The lowest unoccupied orbital energy comes out at -3.0 eV.

Computed, not measured: an isolated molecule of C18H25NO4, with ωB97M-V with the def2-TZVPD basis set.

Geometry as ORCA input:
```
! wB97M-V def2-TZVPD RIJCOSX def2/J DEFGRID3
* xyz 0 1
O 0.31 2.76 0.65
O -0.99 3.76 -0.89
O -2.91 -0.44 1.42
O 3.76 2.48 -0.04
N 2.15 0.90 0.17
C -2.05 -1.64 -0.51
C 1.49 3.22 0.00
C 1.30 -1.89 1.11
C -0.88 3.12 0.12
C 3.14 -1.01 -1.01
C 3.04 -0.23 0.30
C -2.51 -0.49 0.12
C -3.09 1.95 0.08
C 2.59 2.16 0.04
C -2.57 0.72 -0.59
C -2.01 2.60 0.96
C -1.64 -1.59 -1.84
C 2.59 -1.14 1.45
C 1.47 -2.69 -0.18
C -2.94 -1.63 2.17
C 1.85 -1.75 -1.33
C -1.67 -0.39 -2.53
C -2.14 0.75 -1.91
H 4.03 0.20 0.53
H 1.26 3.46 -1.05
H -2.44 3.45 1.49
H 1.05 -2.56 1.93
H 0.47 -1.19 0.99
H -2.01 -2.58 0.01
H 2.26 -3.43 -0.05
H 1.85 4.12 0.49
H -1.34 -0.35 -3.56
H -1.94 -2.07 2.28
H 1.04 -1.04 -1.49
H -3.41 2.68 -0.67
H -3.94 1.69 0.71
H 2.45 -0.54 2.35
H -2.18 1.68 -2.44
H 1.97 -2.33 -2.25
H 3.38 -1.86 1.64
H -1.63 1.89 1.70
H -3.33 -1.36 3.15
H 1.16 0.74 0.24
H -1.29 -2.49 -2.32
H -3.61 -2.37 1.72
H 3.96 -1.73 -0.92
H 3.39 -0.32 -1.82
H 0.55 -3.21 -0.42
*
```

The structure (SMILES) is COc1ccccc1CCC(=O)OCC(=O)NC1CCCCC1. As for the HOMO-LUMO gap: 9.394 eV. The lowest unoccupied orbital energy comes out at 0.6 eV.

Computed, not measured: a structure of composition C16H15BrIrS, with ωB97M-V with the def2-TZVPD basis set.

Geometry as ORCA input:
```
! wB97M-V def2-TZVPD RIJCOSX def2/J DEFGRID3
* xyz 0 6
Ir 0.20 -0.34 -1.06
Br 1.60 -2.27 -0.82
S 1.40 0.87 0.42
C 0.94 0.56 2.11
C 1.72 0.52 -2.68
C -0.01 1.46 4.19
C 0.61 1.28 -3.13
C -1.69 -1.58 -0.44
C -1.70 0.69 -0.04
C -1.82 -0.91 -1.70
C -1.59 -0.59 0.55
C 0.30 0.28 4.86
C 0.96 -0.75 4.20
C 1.49 -0.86 -3.16
C -0.31 0.41 -3.71
C -1.81 0.53 -1.43
C 0.35 1.58 2.85
C 1.29 -0.59 2.85
C 0.18 -0.88 -3.66
H 0.19 2.55 2.35
H -0.29 -1.77 -4.10
H 0.60 2.38 -3.22
H -0.52 2.27 4.71
H 1.90 -1.37 2.37
H -0.04 0.15 5.90
H -1.70 1.63 0.51
H -1.18 0.73 -4.30
H -1.56 -0.81 1.61
H -2.10 -1.41 -2.68
H 2.68 0.88 -2.29
H 1.24 -1.64 4.75
H -1.59 -2.70 -0.27
H -2.03 1.34 -2.17
H 2.28 -1.64 -3.34
*
```

Its expectation value of S² is 8.78. As for the HOMO-LUMO gap (spin up / spin down): 6.320 / 5.922 eV. The lowest unoccupied orbital energy (spin up / spin down) comes out at 0.4 / -1.9 eV.